Density functional theory data (the ωB97M-V functional and the def2-TZVPD basis) for a cluster of 10 separate species, C40H110N10O10 in total at a distorted geometry.

Output
LUMO level (eV): 0.13
Maximum force (eV Å⁻¹): 2.59
E_tot (a.u.): -2889.6257
Orbital gap (eV): 9.1
SMILES: COC[C@H](C)N.COC[C@H](C)N.COC[C@H](C)N.COC[C@H](C)N.COC[C@H](C)N.COC[C@H](C)N.COC[C@H](C)N.COC[C@H](C)N.COC[C@H](C)N.COC[C@H](C)N
Energy relative to the best compared isomer or geometry (same formula, charge and spin) (kcal per mole): 116.40

Element x y z (Å)
C (1.3528, 2.6220, 8.2067)
O (1.8653, 3.4386, 7.1935)
C (0.7652, 3.9821, 6.3315)
C (1.5084, 4.6782, 5.1556)
C (0.5190, 5.2758, 4.1658)
N (2.3466, 3.7353, 4.3915)
H (0.4774, 3.0458, 8.6987)
H (2.1229, 2.2759, 8.8960)
H (0.9678, 1.7185, 7.7339)
H (0.0206, 3.2555, 6.0063)
H (0.1805, 4.7133, 6.8897)
H (2.1329, 5.5286, 5.4292)
H (0.9660, 5.7482, 3.2911)
H (-0.0657, 6.0633, 4.6413)
H (-0.2256, 4.6024, 3.7412)
H (1.7427, 2.9423, 4.2283)
H (2.8774, 3.3343, 5.1514)
C (8.1185, -5.9963, -1.3937)
O (8.3504, -5.2209, -2.5731)
C (8.9286, -3.9182, -2.3993)
C (10.4529, -4.0293, -2.0925)
C (11.2053, -2.6532, -1.9324)
N (10.9695, -4.6563, -3.2893)
H (8.9457, -6.6910, -1.2477)
H (7.2712, -6.6580, -1.5734)
H (7.8819, -5.3906, -0.5189)
H (8.6683, -3.5011, -3.3721)
H (8.4060, -3.3393, -1.6379)
H (10.6794, -4.6996, -1.2634)
H (12.2805, -2.7776, -1.8040)
H (10.8737, -2.1420, -1.0287)
H (10.9367, -1.9536, -2.7240)
H (10.7304, -4.0762, -4.0808)
H (10.3416, -5.4409, -3.3904)
C (2.0821, -2.5912, -0.7758)
O (0.9481, -1.9561, -0.1827)
C (1.2259, -1.2899, 1.0258)
C (-0.0856, -0.6899, 1.4766)
C (-0.6038, 0.4719, 0.5887)
N (0.0169, -0.2360, 2.8562)
H (1.9227, -2.8832, -1.8138)
H (2.2420, -3.4695, -0.1503)
H (3.0182, -2.0440, -0.6644)
H (1.6411, -2.0046, 1.7363)
H (1.9535, -0.4945, 0.8646)
H (-0.8753, -1.4396, 1.4269)
H (-0.0671, 1.4203, 0.6144)
H (-1.6629, 0.6132, 0.8041)
H (-0.5142, 0.2806, -0.4807)
H (0.1871, -0.9716, 3.5270)
H (-0.8899, 0.1180, 3.1253)
C (4.8763, 0.7222, -2.4309)
O (5.8014, 0.7720, -1.3074)
C (5.6180, 1.9674, -0.4772)
C (6.6378, 1.9322, 0.7099)
C (6.3689, 0.7790, 1.7133)
N (6.4969, 3.1585, 1.5598)
H (3.8452, 0.6193, -2.0929)
H (5.0798, -0.1828, -3.0034)
H (4.8380, 1.6039, -3.0706)
H (5.8767, 2.7659, -1.1727)
H (4.6131, 2.0371, -0.0609)
H (7.6169, 1.8746, 0.2343)
H (6.2434, -0.1531, 1.1623)
H (5.4797, 0.8601, 2.3385)
H (7.2901, 0.6365, 2.2782)
H (5.6009, 3.1553, 2.0259)
H (6.4008, 3.9181, 0.9012)
C (1.9261, -3.2440, 6.4834)
O (0.5513, -3.2426, 6.1216)
C (-0.2530, -4.0362, 6.9153)
C (-0.2109, -5.5328, 6.5560)
C (-0.5519, -5.8545, 5.1045)
N (-1.1272, -6.3076, 7.3249)
H (2.3570, -4.2427, 6.4115)
H (2.0378, -2.9891, 7.5373)
H (2.4611, -2.5765, 5.8079)
H (-0.0836, -3.9391, 7.9877)
H (-1.2796, -3.7229, 6.7253)
H (0.7973, -5.8916, 6.7634)
H (-0.5199, -6.9098, 4.8332)
H (0.2035, -5.4464, 4.4331)
H (-1.4805, -5.3769, 4.7920)
H (-2.0620, -6.0593, 7.0339)
H (-1.0819, -7.3050, 7.1726)
C (-0.6013, -8.3124, -2.5236)
O (-1.1373, -9.3684, -1.7287)
C (-0.1120, -10.2286, -1.2607)
C (-0.6555, -11.4582, -0.5204)
C (-1.4076, -11.1930, 0.8005)
N (0.4671, -12.2962, -0.0770)
H (-0.1848, -8.5526, -3.5018)
H (0.1725, -7.7577, -1.9930)
H (-1.3315, -7.5215, -2.6955)
H (0.4779, -10.5340, -2.1249)
H (0.5065, -9.6305, -0.5915)
H (-1.2690, -12.0018, -1.2388)
H (-1.7528, -12.1082, 1.2816)
H (-2.2751, -10.5421, 0.6919)
H (-0.7502, -10.6555, 1.4839)
H (0.6932, -12.8309, -0.9035)
H (0.1907, -12.9751, 0.6179)
C (-4.4308, 3.8844, -3.3331)
O (-5.4122, 4.0071, -4.3466)
C (-5.1137, 5.0998, -5.1917)
C (-6.3491, 5.5520, -5.9246)
C (-5.9764, 6.6222, -6.9976)
N (-7.2895, 6.1385, -4.9911)
H (-3.9224, 4.8033, -3.0409)
H (-3.6137, 3.3126, -3.7730)
H (-4.8240, 3.3665, -2.4583)
H (-4.7359, 6.0047, -4.7159)
H (-4.4433, 4.7795, -5.9893)
H (-6.7907, 4.6780, -6.4033)
H (-5.2047, 6.1783, -7.6266)
H (-5.4789, 7.4559, -6.5020)
H (-6.8960, 6.9801, -7.4607)
H (-7.3220, 5.5741, -4.1542)
H (-6.9451, 6.9932, -4.5774)
C (-5.4260, -0.7071, 3.9567)
O (-5.6557, 0.6656, 3.8252)
C (-6.3214, 1.2579, 4.9702)
C (-7.0484, 2.4954, 4.4635)
C (-6.1077, 3.5563, 3.8343)
N (-7.8509, 3.1664, 5.4884)
H (-4.6580, -0.7684, 4.7277)
H (-5.0655, -1.2341, 3.0733)
H (-6.2381, -1.3148, 4.3559)
H (-7.0325, 0.4998, 5.2984)
H (-5.5111, 1.4357, 5.6773)
H (-7.7522, 2.0613, 3.7533)
H (-6.5957, 4.4787, 3.5195)
H (-5.6680, 3.0725, 2.9622)
H (-5.2919, 3.7561, 4.5291)
H (-8.6106, 2.5106, 5.6020)
H (-8.3231, 3.8943, 4.9712)
C (0.6362, 6.2195, -2.3702)
O (0.5862, 7.5335, -2.9533)
C (-0.6289, 7.9774, -3.4968)
C (-0.7033, 9.5181, -3.3996)
C (-0.4721, 10.1242, -2.0226)
N (-2.0142, 9.9936, -3.8031)
H (-0.1662, 6.0057, -1.6640)
H (1.5878, 6.1319, -1.8459)
H (0.7520, 5.5267, -3.2037)
H (-0.8449, 7.6864, -4.5248)
H (-1.3643, 7.4522, -2.8872)
H (0.0529, 9.9709, -4.0408)
H (-1.1073, 9.6008, -1.3079)
H (-0.7322, 11.1801, -1.9488)
H (0.5657, 10.0841, -1.6917)
H (-2.0692, 10.9913, -3.6558)
H (-2.1084, 9.8925, -4.8036)
C (-2.6823, -1.7670, -4.7922)
O (-3.9210, -1.2589, -5.2327)
C (-3.8249, -0.4688, -6.4428)
C (-5.2707, -0.4398, -6.9725)
C (-5.4103, 0.4221, -8.2579)
N (-6.0743, 0.1562, -5.9616)
H (-2.7084, -2.1069, -3.7568)
H (-1.8720, -1.0505, -4.9271)
H (-2.3584, -2.6483, -5.3458)
H (-3.4280, 0.5113, -6.1780)
H (-3.1228, -0.9742, -7.1059)
H (-5.7399, -1.3966, -7.2015)
H (-6.4612, 0.4437, -8.5467)
H (-4.8689, -0.0123, -9.0983)
H (-5.1087, 1.4646, -8.1565)
H (-5.6171, 0.9774, -5.5919)
H (-6.1274, -0.4693, -5.1703)

Atoms 1-2, force components in eV/Å:
-0.6 -1.1 -0.5
-1.6 1.0 -1.1